1.
{"formula": "C28H35B2Cl5F4N12O7Y", "method": "ωB97M-V/def2-TZVPD", "total_charge": 1, "mol_weight_g_mol": 1015.5, "homo_energy_ev": -11.560, "energy_ev": -137699.187, "symbols": ["Y", "C", "C", "N", "O", "B", "F", "F", "O", "N", "C", "C", "C", "N", "O", "B", "F", "F", "O", "N", "C", "C", "C", "H", "H", "H", "H", "H", "H", "H", "H", "H", "H", "H", "H", "N", "C", "C", "C", "O", "O", "H", "H", "H", "H", "H", "H", "C", "C", "N", "C", "C", "C", "O", "C", "C", "C", "C", "N", "C", "H", "H", "H", "H", "H", "H", "H", "H", "H", "H", "H", "H", "H", "H", "N", "N", "N", "C", "N", "N", "H", "H", "H", "Cl", "C", "C", "C", "Cl", "C", "Cl", "C", "Cl", "C", "Cl"], "positions_angstrom": [[-0.25, 0.62, 0.71], [-3.57, 4.00, 0.67], [-2.50, 3.24, 1.39], [-1.24, 3.41, 1.33], [-0.88, 4.41, 0.43], [0.39, 4.29, -0.10], [-1.04, 1.78, -0.76], [0.70, 5.15, -1.06], [1.45, 3.46, 0.28], [1.19, 2.49, 1.26], [1.88, 2.63, 2.32], [2.99, 3.60, 2.53], [1.47, 1.73, 3.45], [0.42, 1.04, 3.21], [-0.01, 0.26, 4.22], [-1.51, 0.14, 4.31], [-1.77, -1.04, 4.97], [-1.99, 1.29, 4.93], [-2.16, 0.00, 2.95], [-2.03, 1.10, 2.13], [-2.84, 2.08, 2.28], [-4.02, 2.14, 3.18], [2.21, 1.77, 4.75], [-3.14, 4.65, -0.09], [-4.27, 3.31, 0.20], [-4.14, 4.61, 1.38], [3.06, 4.31, 1.71], [2.86, 4.13, 3.47], [3.92, 3.04, 2.60], [-4.25, 1.16, 3.58], [-3.82, 2.81, 4.01], [-4.87, 2.54, 2.62], [3.28, 1.64, 4.59], [2.06, 2.74, 5.24], [1.84, 1.00, 5.41], [0.78, -2.24, -0.53], [2.20, -2.61, -0.42], [2.61, -2.62, 1.07], [2.04, -1.36, 1.60], [2.42, -0.26, 1.33], [0.79, -1.44, 2.20], [0.18, -2.99, -0.19], [0.53, -2.11, -1.51], [2.78, -1.85, -0.94], [2.44, -3.58, -0.86], [3.70, -2.61, 1.16], [2.22, -3.50, 1.59], [0.28, -3.00, -4.22], [1.38, -2.06, -4.70], [0.85, -0.89, -5.39], [0.25, -1.08, -6.72], [-1.27, -0.96, -6.71], [0.98, 0.39, -4.96], [0.63, 1.35, -5.62], [1.66, 0.62, -3.64], [2.92, 1.21, -3.57], [3.45, 1.49, -2.32], [2.69, 1.21, -1.20], [1.47, 0.67, -1.25], [0.98, 0.39, -2.46], [0.72, -3.84, -3.67], [-0.28, -3.41, -5.05], [-0.43, -2.48, -3.57], [2.05, -2.58, -5.38], [1.99, -1.71, -3.86], [0.55, -2.07, -7.06], [0.67, -0.34, -7.39], [-1.71, -1.70, -6.03], [-1.67, -1.15, -7.70], [-1.56, 0.05, -6.41], [3.46, 1.44, -4.48], [4.42, 1.94, -2.21], [3.08, 1.42, -0.21], [-0.02, -0.02, -2.50], [-3.54, -0.83, -3.63], [-3.25, -0.63, -2.28], [-4.18, -0.30, -1.41], [-3.47, -0.30, -0.29], [-2.19, -0.63, -0.50], [-2.08, -0.85, -1.81], [-4.43, -0.38, -3.80], [-2.79, -0.39, -4.16], [-3.89, -0.10, 0.68], [2.76, -1.78, 4.34], [1.28, -2.65, 4.20], [0.47, -2.44, 3.10], [-0.72, -3.14, 2.96], [-1.72, -2.85, 1.59], [-1.11, -4.04, 3.94], [-2.59, -4.89, 3.76], [-0.30, -4.26, 5.05], [-0.77, -5.39, 6.25], [0.90, -3.57, 5.17], [1.92, -3.83, 6.53]]}

2.
{"formula": "C28H35BF25O14Sn", "method": "ωB97M-V/def2-TZVPD", "total_charge": 1, "mol_weight_g_mol": 1200.0, "homo_energy_ev": -12.991, "energy_ev": -132712.698, "symbols": ["Sn", "B", "F", "F", "F", "F", "C", "C", "O", "C", "O", "C", "F", "F", "F", "H", "H", "H", "H", "H", "C", "C", "O", "C", "O", "C", "F", "F", "F", "H", "H", "H", "H", "H", "C", "C", "O", "C", "O", "C", "F", "F", "F", "H", "H", "H", "H", "H", "C", "C", "O", "C", "O", "C", "F", "F", "F", "H", "H", "H", "H", "H", "C", "C", "O", "C", "O", "C", "F", "F", "F", "H", "H", "H", "H", "H", "C", "C", "O", "C", "O", "C", "F", "F", "F", "H", "H", "H", "H", "H", "C", "C", "O", "C", "O", "C", "F", "F", "F", "H", "H", "H", "H", "H"], "positions_angstrom": [[1.67, -2.38, 1.74], [0.97, -0.22, -0.39], [-0.19, -0.70, 0.24], [1.83, 0.43, 0.54], [1.68, -1.33, -0.90], [0.67, 0.61, -1.41], [-5.83, 2.53, -4.31], [-6.07, 2.45, -2.82], [-4.94, 2.63, -1.99], [-4.01, 1.71, -1.85], [-4.04, 0.62, -2.36], [-2.91, 2.10, -0.82], [-2.72, 3.41, -0.85], [-3.32, 1.71, 0.40], [-1.76, 1.50, -1.13], [-6.80, 2.62, -4.81], [-5.29, 1.61, -4.54], [-5.28, 3.44, -4.57], [-6.68, 1.59, -2.54], [-6.75, 3.28, -2.61], [3.28, -3.91, -3.26], [2.51, -4.34, -2.04], [1.28, -5.03, -2.31], [0.20, -4.78, -1.61], [0.12, -3.95, -0.73], [-1.04, -5.58, -2.03], [-1.30, -6.49, -1.09], [-2.06, -4.75, -2.18], [-0.83, -6.22, -3.18], [2.86, -3.10, -3.86], [3.30, -4.81, -3.89], [4.27, -3.54, -3.01], [2.37, -3.46, -1.41], [3.08, -5.04, -1.43], [-1.33, -1.00, -3.31], [0.07, -1.46, -3.67], [0.26, -1.60, -5.09], [-0.14, -2.74, -5.64], [-0.58, -3.70, -5.08], [-0.09, -2.67, -7.18], [0.71, -3.63, -7.63], [-1.32, -2.97, -7.65], [0.37, -1.51, -7.64], [-1.51, -1.21, -2.25], [-2.14, -1.51, -3.82], [-1.43, 0.08, -3.35], [0.46, -2.40, -3.27], [0.78, -0.70, -3.34], [-3.39, -2.01, -0.09], [-3.30, -1.25, 1.21], [-3.43, -2.22, 2.27], [-2.52, -3.08, 2.70], [-1.37, -3.02, 2.35], [-3.04, -4.03, 3.78], [-2.92, -5.27, 3.34], [-2.33, -3.91, 4.91], [-4.31, -3.84, 4.16], [-3.18, -1.31, -0.90], [-4.41, -2.39, -0.15], [-2.70, -2.84, -0.24], [-4.08, -0.49, 1.26], [-2.43, -0.60, 1.31], [1.95, 2.34, 4.49], [2.96, 2.06, 3.39], [4.27, 1.80, 3.88], [4.66, 0.52, 3.86], [4.14, -0.31, 3.16], [5.98, 0.35, 4.63], [6.55, -0.83, 4.41], [6.81, 1.33, 4.32], [5.61, 0.39, 5.91], [1.19, 2.96, 4.02], [2.29, 3.08, 5.21], [1.45, 1.47, 4.92], [3.08, 2.86, 2.66], [2.67, 1.27, 2.69], [1.81, 4.03, 0.33], [2.87, 5.02, 0.79], [4.18, 4.44, 0.75], [5.01, 4.73, -0.26], [4.82, 5.64, -1.02], [6.19, 3.75, -0.46], [6.14, 2.74, 0.43], [6.24, 3.32, -1.70], [7.30, 4.46, -0.22], [2.16, 3.27, -0.37], [1.02, 4.59, -0.16], [1.41, 3.56, 1.23], [2.62, 5.39, 1.78], [2.80, 5.90, 0.15], [-1.33, 3.43, 2.44], [-1.01, 1.94, 2.49], [-1.46, 1.39, 3.74], [-0.99, 0.24, 4.16], [-0.10, -0.42, 3.65], [-1.54, -0.13, 5.55], [-2.12, -1.31, 5.45], [-0.55, -0.14, 6.45], [-2.39, 0.79, 6.02], [-2.41, 3.58, 2.56], [-1.00, 3.85, 1.49], [-0.85, 3.97, 3.26], [0.07, 1.89, 2.34], [-1.48, 1.43, 1.65]]}

3.
{"formula": "C28H35BF4OP2Yb", "method": "ωB97M-V/def2-TZVPD", "total_charge": 1, "mol_weight_g_mol": 709.4, "homo_energy_ev": [-11.185, -11.256], "spin_multiplicity": 2, "energy_ev": -93307.122, "s_squared": 0.75, "symbols": ["Yb", "O", "C", "C", "C", "C", "C", "C", "C", "P", "C", "C", "C", "C", "C", "C", "C", "C", "C", "C", "C", "C", "H", "H", "H", "H", "H", "H", "H", "H", "H", "H", "H", "H", "H", "H", "C", "C", "C", "P", "C", "C", "C", "C", "C", "C", "H", "H", "H", "H", "H", "H", "H", "H", "H", "H", "H", "H", "H", "H", "H", "H", "H", "H", "H", "H", "H", "F", "B", "F", "F", "F"], "positions_angstrom": [[-0.22, -0.57, -0.30], [-1.07, 1.00, -1.43], [-0.12, 1.61, -0.85], [0.56, 2.71, -1.54], [0.06, 3.94, -1.93], [0.89, 4.80, -2.63], [2.18, 4.40, -2.98], [2.66, 3.15, -2.63], [1.86, 2.29, -1.88], [2.34, 0.59, -1.41], [1.54, -0.47, -2.66], [1.52, -1.84, -2.40], [1.01, -2.74, -3.32], [0.47, -2.27, -4.51], [0.45, -0.90, -4.77], [0.98, 0.00, -3.86], [4.10, 0.43, -1.78], [5.00, 0.98, -0.86], [6.36, 0.92, -1.09], [6.84, 0.28, -2.22], [5.96, -0.29, -3.13], [4.59, -0.21, -2.91], [-0.95, 4.23, -1.67], [0.54, 5.78, -2.92], [2.82, 5.08, -3.54], [3.66, 2.85, -2.93], [1.97, -2.23, -1.48], [1.02, -3.80, -3.10], [0.07, -2.97, -5.23], [0.02, -0.54, -5.69], [0.96, 1.06, -4.07], [4.64, 1.47, 0.04], [7.04, 1.35, -0.37], [7.91, 0.21, -2.39], [6.33, -0.79, -4.01], [3.91, -0.65, -3.63], [-0.23, -2.53, 3.42], [0.20, -1.12, 3.83], [-0.39, -0.77, 5.20], [-0.03, 0.13, 2.51], [1.34, 1.32, 2.75], [1.52, 1.89, 4.17], [2.68, 0.70, 2.33], [-1.63, 1.04, 2.66], [-2.81, 0.10, 2.97], [-1.68, 2.25, 3.59], [0.05, -3.24, 4.20], [0.24, -2.86, 2.49], [-1.31, -2.61, 3.29], [1.29, -1.13, 3.93], [-1.47, -0.87, 5.21], [-0.15, 0.24, 5.54], [0.00, -1.47, 5.95], [1.12, 2.13, 2.05], [1.82, 1.10, 4.86], [0.65, 2.38, 4.58], [2.34, 2.61, 4.16], [3.07, 0.03, 3.11], [3.42, 1.49, 2.21], [2.65, 0.15, 1.39], [-1.79, 1.43, 1.65], [-2.98, 0.06, 4.05], [-2.69, -0.92, 2.62], [-3.72, 0.49, 2.52], [-1.49, 1.98, 4.63], [-2.68, 2.69, 3.55], [-0.97, 3.03, 3.31], [-2.80, -3.47, -0.53], [-1.95, -2.47, -0.53], [-0.64, -2.77, 0.07], [-1.58, -1.90, -1.78], [-2.33, -1.29, 0.24]]}